Arrangement a

# C2H4BrI

A molecular structure, C2H4BrI (the ωB97M-V functional and the def2-TZVPD basis, the Open Molecules 2025 dataset).

Summary:
orbital gap	7.57	eV
lowest unoccupied orbital energy	-1.4	eV
molar mass	234.862	g mol⁻¹
multiplicity	1

Element x y z (Å)
C1 -1.22 -0.25 0.15
C2 2.21 0.50 -0.89
Br1 1.84 1.99 0.10
I1 2.04 -1.28 0.18
H1 -1.99 0.05 0.89
H2 -0.32 0.29 0.36
H3 -1.53 0.01 -0.93
H4 -1.02 -1.32 0.14


Arrangement b

# C2H4BrI

A molecular structure, C2H4BrI (the ωB97M-V functional and the def2-TZVPD basis, the Open Molecules 2025 dataset).

Summary:
orbital gap	9.58	eV
lowest unoccupied orbital energy	0.0	eV
molar mass	234.862	g mol⁻¹
multiplicity	1

Element x y z (Å)
C1 -0.78 -0.24 -0.36
C2 0.56 0.18 0.41
Br1 1.05 2.08 -0.07
I1 2.30 -1.07 -0.01
H1 -0.89 -0.21 -1.52
H2 -0.93 -1.39 -0.09
H3 -1.63 0.39 0.17
H4 0.31 0.24 1.47


The structure with the least stability is arrangement a.


Arrangement a

# H2N3O2S

A gas-phase ion, H2N3O2S (charge -1) (the ωB97M-V functional and the def2-TZVPD basis, the Open Molecules 2025 dataset).

Summary:
orbital gap (spin up / spin down)	7.41 / 7.41	eV
lowest unoccupied orbital energy (spin up / spin down)	4.0 / 4.0	eV
structure (SMILES)	NN([O-])[N+]([O-])=S
molar mass	108.102	g mol⁻¹
charge	-1
multiplicity	1

Element x y z (Å)
N1 0.01 -0.07 -0.41
N2 1.14 -0.88 -0.23
O1 0.99 -2.12 -0.33
N3 2.23 -0.25 0.01
O2 3.47 -1.06 0.30
S1 2.31 1.39 0.15
H1 0.25 0.85 -0.02
H2 -0.79 -0.51 0.02


Arrangement b

# H2N3O2S

2 unconnected molecules or ions with the total composition H2N3O2S (the ωB97M-V functional and the def2-TZVPD basis, the Open Molecules 2025 dataset).

Summary:
orbital gap	7.04	eV
lowest unoccupied orbital energy	3.1	eV
molar mass	108.102	g mol⁻¹
charge	-1
multiplicity	1

Element x y z (Å)
N1 1.30 0.55 -1.49
N2 -0.57 -0.10 0.75
N3 -1.86 -0.09 0.91
O1 -2.43 -0.27 2.37
O2 1.40 -0.66 -1.10
S1 2.22 1.10 -2.74
H1 -0.14 -0.40 -0.16
H2 0.07 -0.13 1.46


The structure with the least stability is arrangement b.


Arrangement a

# CH2N2O

2 unconnected molecules or ions with the total composition CH2N2O (the ωB97M-V functional and the def2-TZVPD basis, the Open Molecules 2025 dataset).

Summary:
orbital gap (spin up / spin down)	9.48 / 8.40	eV
lowest unoccupied orbital energy (spin up / spin down)	-0.1 / -0.6	eV
molar mass	58.040	g mol⁻¹
multiplicity	1

Element x y z (Å)
C1 -0.98 -0.24 0.04
N1 -0.71 -1.43 -0.04
N2 2.22 -0.07 -0.02
O1 1.51 0.84 -0.03
H1 -1.77 0.31 -0.32
H2 -0.27 0.59 0.38


Arrangement b

# CH2N2O

2 unconnected molecules or ions with the total composition CH2N2O (the ωB97M-V functional and the def2-TZVPD basis, the Open Molecules 2025 dataset).

Summary:
orbital gap (spin up / spin down)	8.60 / 8.05	eV
lowest unoccupied orbital energy (spin up / spin down)	-0.4 / -0.7	eV
molar mass	58.040	g mol⁻¹
multiplicity	1

Element x y z (Å)
C1 -0.90 -0.14 0.25
N1 -0.17 -0.99 -0.25
N2 1.52 -0.04 -0.81
O1 1.91 0.62 0.06
H1 -1.87 -0.32 0.52
H2 -0.49 0.87 0.24


The structure with the least stability is arrangement a.


Arrangement a

# C2HN3O2

C2HN3O2 in the gas phase (the ωB97M-V functional and the def2-TZVPD basis, the Open Molecules 2025 dataset).

Summary:
orbital gap	10.04	eV
lowest unoccupied orbital energy	-1.6	eV
structure (SMILES)	O=Cc1nnon1
molar mass	99.049	g mol⁻¹
multiplicity	1

Element x y z (Å)
O1 -2.45 -0.58 0.46
C1 -1.55 0.26 -0.19
C2 0.04 -0.02 -0.21
N1 0.73 -1.24 -0.18
N2 1.95 -0.93 0.07
O2 2.09 0.29 0.44
N3 0.87 0.91 0.03
H1 -1.68 1.31 -0.43


Arrangement b

# C2HN3O2

C2HN3O2 in the gas phase (the ωB97M-V functional and the def2-TZVPD basis, the Open Molecules 2025 dataset).

Summary:
orbital gap (spin up / spin down)	7.59 / 8.46	eV
lowest unoccupied orbital energy (spin up / spin down)	-2.1 / -1.5	eV
structure (SMILES)	[O-][N+]1=NN=C2O[C@H]21
molar mass	99.049	g mol⁻¹
multiplicity	1

Element x y z (Å)
O1 -1.31 -0.25 1.58
N1 -0.76 0.06 0.56
N2 -1.28 0.71 -0.46
N3 -0.29 0.87 -1.41
C1 0.78 0.25 -1.04
O2 1.63 0.33 -0.04
C2 0.54 -0.54 0.23
H1 0.70 -1.44 0.58


The structure with the least stability is arrangement b.